Record 1
Density functional theory data (ωB97M-V with the def2-TZVPD basis set) for a structure of composition C16H12BrI3N4O4Zr.

XYZ file:
```
41
Properties=species:S:1:pos:R:3:lowdin_charge:R:1
I 2.19315 3.48588 -1.20480 0.898
I 4.00243 0.69074 -0.24500 0.998
I -4.72796 3.01717 0.73017 0.995
Zr 0.93944 0.31232 -0.26084 1.549
Br 1.14258 2.54904 2.49881 0.838
O 1.51951 -1.58260 0.03760 -0.274
O 1.14739 0.33037 -2.21871 -0.310
O 1.12575 -3.49691 1.17314 0.190
O 0.21859 0.12896 -4.26736 0.193
N -0.79885 -0.95277 -1.12562 -0.019
N 1.14716 -0.12881 2.06542 -0.076
N -1.24515 2.26337 -1.49618 0.011
N -0.79679 1.78990 -0.31077 -0.179
C 1.17074 0.75284 3.06249 -0.706
C -1.82134 1.94931 0.54088 -0.198
C -1.42367 -2.04683 -3.15941 0.058
C 1.27705 -0.96740 4.68216 0.025
C -2.42079 -2.69183 -1.08034 0.006
C 1.24208 0.38948 4.39219 -0.043
C 3.90119 2.31477 -1.60619 -1.056
C -0.70241 -1.11009 -2.45661 -0.175
C -2.91318 2.53213 -0.09200 -0.758
C 1.29431 -2.32034 1.13922 -0.524
C 1.27672 -1.90412 3.65268 0.057
C -2.49645 2.72526 -1.39900 -0.076
C 0.26672 -0.18201 -3.12271 -0.502
C 1.23966 -1.44090 2.35949 -0.173
C -1.65530 -1.72635 -0.45185 -0.081
C -2.29567 -2.86312 -2.45026 0.019
H -2.87060 -3.62341 -2.96163 0.135
H 1.27636 1.14000 5.16831 0.127
H -1.73038 1.64882 1.57339 0.106
H 3.81647 1.89273 -2.59971 -0.010
H -1.29433 -2.12536 -4.22996 0.145
H -3.09283 -3.30543 -0.49775 0.130
H 1.32455 -1.29221 5.71342 0.138
H -0.62960 2.30856 -2.29719 0.134
H -1.72152 -1.57467 0.61983 0.129
H 4.79102 2.91608 -1.46771 -0.013
H 1.32643 -2.96867 3.83544 0.146
H -3.00246 3.16609 -2.24307 0.146
```

Properties
Charge = +2
HOMO level = -14.53 eV
Orbital gap = 7.277 eV



Record 2
Density functional theory data (ωB97M-V with the def2-TZVPD basis set) for a structure of composition C16H12Cl5F6LuN3O8S2.

XYZ file:
```
53
Properties=species:S:1:pos:R:3:lowdin_charge:R:1
Lu 0.94986 -0.75010 0.82652 1.729
Cl -0.72749 3.09327 3.66961 0.649
Cl 0.85882 3.34924 6.39409 0.611
Cl 3.21529 1.35689 6.99639 0.613
Cl 3.41152 0.69196 -3.31285 0.524
Cl 3.95203 -0.86307 4.87524 0.662
S -0.88142 -3.35767 -0.32714 0.614
S -0.64800 -3.42588 2.39243 0.632
F -2.38985 -5.15974 -1.46972 0.154
F -3.42868 -3.33392 -0.97555 0.147
F 1.83869 -3.47461 1.57978 0.120
F 1.02316 -5.42409 2.06419 0.150
F -2.03465 -3.37075 -2.62220 0.147
F 1.53847 -4.04513 3.64764 0.165
O -0.37594 -1.98826 2.33708 -0.376
O -1.30314 -3.96594 3.53248 -0.240
O 0.25590 0.91290 1.95377 -0.264
O -0.88849 -1.89175 -0.33526 -0.394
O 0.25974 -3.99520 -0.91086 -0.251
O 2.36605 -1.50635 -0.71216 -0.147
O 2.23841 -0.78111 2.45931 -0.260
O 2.73388 0.57041 -0.07713 -0.065
N -1.01520 2.60883 -2.09733 -0.091
N -1.32525 -3.94789 1.06489 -0.278
N 0.07882 0.69952 -0.97258 0.169
C 2.65594 0.25354 4.56955 -0.607
C -0.70701 2.85375 -3.50869 -0.137
C -3.33294 3.04179 -2.78439 -0.182
C 0.89427 1.03630 3.10430 -0.397
C 1.28887 2.11486 5.24704 -0.717
C 1.04947 -4.14411 2.42238 -0.679
C 1.96476 0.13012 3.37425 -0.390
C 0.57831 2.00801 4.04418 -0.611
C -1.67217 2.08713 -4.42086 -0.166
C -3.02676 1.88282 -3.72629 -0.191
C 2.97688 -0.38853 -0.82745 -0.757
C 4.02300 -0.27080 -1.91172 -0.456
C -2.34077 3.04486 -1.61914 -0.127
C -2.27981 -3.84210 -1.40567 -0.702
C -0.43752 1.58382 -1.49664 -0.194
C 2.32410 1.24070 5.50929 -0.717
H 4.29538 -1.24480 -2.29986 0.073
H -1.24079 1.12391 -4.69680 0.110
H -3.27976 3.98885 -3.33037 0.111
H 4.88959 0.26358 -1.53446 0.077
H 0.33379 2.58571 -3.67941 0.121
H -3.81822 1.75961 -4.46601 0.107
H -2.65153 2.34339 -0.84543 0.131
H -2.25394 4.03043 -1.15875 0.121
H -1.79896 2.65127 -5.34849 0.108
H -0.78536 3.93194 -3.66118 0.122
H -4.34583 2.97643 -2.38465 0.112
H -3.00551 0.95595 -3.14540 0.116
```

Properties
Charge = -1
HOMO level = -4.46 eV
Orbital gap = 6.547 eV



Record 3
Density functional theory data (ωB97M-V with the def2-TZVPD basis set) for a structure of composition C16H12Cl5N4O4V.

XYZ file:
```
42
Properties=species:S:1:pos:R:3:lowdin_charge:R:1
V 0.53760 -0.25554 0.11533 0.734
Cl 5.28834 -3.09538 -0.43218 0.644
Cl 2.46444 -2.05250 -1.32269 0.665
Cl 2.11080 0.91434 3.13070 0.681
Cl 6.51595 -2.10113 2.27953 0.631
Cl 4.90452 -0.08587 4.03970 0.643
O -2.12650 -0.22241 3.23621 0.009
O 0.41190 1.75984 -0.37545 -0.108
O -4.77720 1.59290 -2.87593 0.034
O -1.06117 3.43953 -0.25229 -0.031
N -3.57661 2.70140 -1.29754 0.204
N -0.74550 0.36315 1.48366 -0.108
N -0.73563 -0.44030 -1.69083 -0.003
N -0.17429 -2.18997 0.96795 -0.040
C 4.96352 -1.54655 1.76826 -0.729
C -1.25807 -0.45961 2.39614 -0.563
C -0.89065 0.07411 -4.02850 -0.045
C -3.73584 1.77906 -2.26207 -0.513
C -1.17994 1.73641 1.41095 -0.141
C -2.52399 0.92917 -2.52805 -0.107
C -0.60207 -1.84496 2.34163 -0.147
C -0.26389 -0.51324 -2.94452 -0.127
C 2.98074 -0.21405 2.12945 -0.688
C 2.37411 -0.62864 0.93180 -0.293
C 4.41378 -1.99272 0.56952 -0.724
C -2.03963 0.81232 -3.82112 0.002
C -1.86757 0.26377 -1.50918 -0.066
C -0.55981 2.38291 0.16572 -0.648
C 4.23353 -0.64635 2.54967 -0.714
C 3.15814 -1.53039 0.21194 -0.686
H 0.50685 -2.94119 0.98721 0.085
H -0.97464 -2.52348 0.44037 0.094
H -1.27906 -2.58107 2.77781 0.112
H -0.46083 -0.02845 -5.01532 0.105
H 0.29510 -1.78818 2.96239 0.115
H -2.55412 1.30504 -4.63562 0.123
H 0.65937 -1.06132 -3.07422 0.064
H -0.88284 2.31505 2.29258 0.128
H -4.37471 3.27760 -1.08876 0.115
H -2.67246 2.94751 -0.88874 0.057
H -2.23205 0.32024 -0.49073 0.122
H -2.26964 1.82893 1.34523 0.118
```

Properties
Charge = -1
HOMO level (alpha / beta) = -3.93 / -2.41 eV
Multiplicity = 2
Orbital gap (alpha / beta) = 6.243 / 4.721 eV



Record 4
Density functional theory data (ωB97M-V with the def2-TZVPD basis set) for a cluster of 2 separate species, C16H12ClFO3S in total.

XYZ file:
```
34
Properties=species:S:1:pos:R:3:lowdin_charge:R:1
Cl -2.19273 -2.38415 0.45048 0.735
S 4.06403 -3.31314 1.13675 0.826
F 1.49204 2.13256 0.21678 0.101
O -0.75552 3.63024 1.07889 0.156
O 3.07686 -2.65039 0.24001 -0.554
O -3.86987 -0.00178 1.18329 0.118
C -4.96335 3.06535 -1.63685 -0.059
C -2.55576 2.89644 -0.26695 -0.089
C -3.45815 1.82907 -0.23928 -0.086
C 1.13015 -0.18533 0.23027 0.024
C -0.71578 1.35835 0.40739 -0.012
C -1.27683 2.74020 0.46817 -0.288
C -4.06141 4.12847 -1.66037 -0.059
C -2.85475 4.05541 -0.96928 0.004
C -1.61711 0.28295 0.46015 -0.089
C -1.12862 -1.02476 0.41328 -0.576
C 0.23700 -1.24114 0.29525 -0.075
C 0.64386 1.10446 0.29609 -0.207
C -4.67191 1.91464 -0.91428 0.004
C 4.42559 -4.91519 0.41119 -0.270
C -3.07559 0.62005 0.53738 -0.314
C 5.66232 -2.57630 0.77997 -0.270
H 5.63469 -1.54203 1.11639 0.051
H 0.61257 -2.25026 0.24868 0.093
H -4.30643 5.01352 -2.22681 0.104
H 5.23707 -5.38701 0.96495 0.054
H -5.34329 1.07150 -0.86512 0.121
H 2.18833 -0.35079 0.12488 0.106
H 5.84959 -2.61069 -0.29328 0.059
H 4.69774 -4.78913 -0.63669 0.059
H 6.43784 -3.11624 1.32283 0.054
H -2.17428 4.89124 -0.98741 0.121
H 3.52825 -5.52533 0.48800 0.051
H -5.89656 3.12921 -2.17475 0.104
```

Properties
HOMO level = -9.11 eV
Orbital gap = 8.605 eV



Record 5
Density functional theory data (ωB97M-V with the def2-TZVPD basis set) for a structure of composition C16H12ClKN2O5S3.

XYZ file:
```
40
Properties=species:S:1:pos:R:3:lowdin_charge:R:1
K -3.23040 -1.99696 -0.12955 0.567
Cl -5.41125 -2.76933 -2.43161 0.623
S -0.21348 -2.70239 0.00751 0.394
S -2.07482 0.54449 -1.80455 0.881
S -1.99853 -1.66313 2.74866 0.380
O -2.85468 0.66153 -0.53768 -0.586
O -4.85312 -3.40710 -3.59128 -0.356
O -5.03660 -3.50716 -1.23886 -0.458
O -6.84347 -2.71426 -2.54228 -0.361
O -4.87436 -1.42838 -2.29945 -0.433
N 5.07071 -0.65471 2.25359 0.121
N 2.87346 0.94092 5.33783 0.112
C 3.92578 -0.78684 2.31975 -0.224
C -2.54441 2.04834 -2.67490 -0.235
C 3.65096 1.74609 -0.23174 -0.051
C 2.50986 -0.94138 2.37560 -0.241
C -0.39413 0.97033 -1.39271 -0.399
C -0.11575 1.29964 -0.07699 -0.049
C 0.38596 -0.63767 3.47032 -0.111
C 2.37733 0.33861 4.48817 -0.218
C 1.84023 -1.63233 1.37233 -0.115
C -0.30799 -1.37322 2.49033 -0.781
C 2.22500 1.50967 -0.64444 -0.269
C 0.45407 -1.84930 1.36397 -0.774
C 1.91774 1.15860 -1.95873 -0.050
C 0.61672 0.87086 -2.33524 -0.086
C 1.75774 -0.41007 3.44263 -0.240
C 1.19502 1.56741 0.28755 -0.029
H 2.40852 -2.02958 0.54070 0.093
H -0.92038 1.28655 0.64817 0.115
H 4.24619 2.11409 -1.06958 0.069
H -3.58537 1.90031 -2.95790 0.049
H 2.71746 1.07857 -2.68691 0.105
H -2.44671 2.87813 -1.97615 0.059
H -0.18965 -0.24885 4.30018 0.089
H 0.39806 0.54932 -3.34770 0.108
H 3.71428 2.47127 0.58067 0.079
H -1.92450 2.20547 -3.55814 0.048
H 1.42219 1.78518 1.32529 0.117
H 4.11234 0.82725 0.13316 0.058
```

Properties
Charge = -2
HOMO level = -1.02 eV
Orbital gap = 5.072 eV



Record 6
Density functional theory data (ωB97M-V with the def2-TZVPD basis set) for a structure of composition C16H12CrN2O6.

XYZ file:
```
37
Properties=species:S:1:pos:R:3:lowdin_charge:R:1
Cr -0.18104 0.48801 -0.98653 0.393
O 0.81454 2.78772 -2.51535 0.176
O 0.29529 -1.93350 4.22423 -0.085
O -1.73097 2.05747 1.28246 0.172
O -2.28700 -1.54887 -1.71334 0.187
O 2.16943 -1.55581 -1.30285 0.168
O 1.12298 0.91297 0.89631 -0.035
N 2.78502 1.91285 2.18814 0.114
N 4.09267 1.71749 2.46601 0.016
C 2.11758 3.15315 2.40777 -0.160
C 4.86203 2.55748 3.38867 0.060
C -1.20961 1.32910 0.52129 0.014
C 4.43477 0.48286 2.03457 -0.200
C -1.44470 -0.80233 -1.37927 -0.100
C 1.26078 -0.85601 -1.01833 -0.016
C 0.79645 5.57127 3.06659 0.000
C 0.14667 4.33805 3.15184 -0.024
C 0.38915 1.82139 -1.99824 -0.120
C -0.28902 -2.28073 3.17549 0.108
C 2.28151 0.88838 1.38128 -0.263
C 5.79717 -0.06386 2.30797 0.026
C 0.78622 3.13827 2.84628 0.007
C 2.74718 4.38721 2.18318 -0.004
C 3.37645 -0.07523 1.34943 0.135
C 2.10195 5.57163 2.56594 -0.020
H 3.29592 -0.99120 0.79608 0.116
H 0.28892 6.49839 3.35206 0.138
H 2.60641 6.52638 2.44847 0.128
H -0.87618 4.32844 3.50030 0.126
H 0.26617 2.20112 2.99237 0.117
H 5.34238 1.96058 4.18833 0.127
H 6.59784 0.54553 1.85656 0.119
H 5.78217 -1.04077 1.82303 0.103
H 6.00009 -0.24287 3.37720 0.115
H 5.65688 3.00714 2.78531 0.124
H 4.33359 3.41807 3.83519 0.115
H 3.72854 4.44366 1.72343 0.127
```

Properties
Charge = +2
HOMO level (alpha / beta) = -15.81 / -15.55 eV
Multiplicity = 5
Orbital gap (alpha / beta) = 8.123 / 4.818 eV



DFT total energy readings, ordered: -126551.5298; -171853.0917; -119241.2875; -49003.6105; -91353.9964; -60451.7635 eV
Energy above the lowest of the compared OMol25 structures with the same formula, charge and spin readings, ordered: 66.20; 0.00; 11.68; 0.00; 0.00; 167.33 kJ/mol